This record from the OMol25 dataset describes 2 unconnected molecules or ions with the total composition C4H11NO. The level of theory is ωB97M-V with the def2-TZVPD basis set.

Net charge = 0
Spin multiplicity = 1
HOMO-LUMO gap = 10.721 eV
E_HOMO = -9.92 eV
Energy above the lowest of the compared OMol25 structures with the same formula, charge and spin = 0.2050 eV

Positions of all 17 atoms, in Å:
C 2.311 -0.607 0.069
C 1.239 -1.661 -0.204
H 2.888 -0.852 0.960
H 2.977 -0.506 -0.775
H 1.903 0.382 0.272
H 0.285 -1.224 -0.527
H 0.911 -2.233 0.662
H 1.554 -2.324 -1.011
C -1.734 0.685 -0.977
C -1.793 0.625 0.528
O -2.238 -0.304 1.160
N -1.348 1.773 1.140
H -2.319 -0.109 -1.416
H -0.702 0.661 -1.314
H -1.178 1.719 2.134
H -0.656 2.328 0.652
H -2.099 1.647 -1.354

Atomic partial charges in e from the Mulliken method, atoms 1 to 6: -0.8063 -0.6564 0.2990 0.2895 0.2176 0.0272

---

This record from the OMol25 dataset describes 2 unconnected molecules or ions with the total composition C4H11NO. The level of theory is ωB97M-V with the def2-TZVPD basis set.

Net charge = 0
Spin multiplicity = 1
HOMO-LUMO gap = 10.784 eV
E_HOMO = -9.95 eV
Energy above the lowest of the compared OMol25 structures with the same formula, charge and spin = 0.3298 eV

Positions of all 17 atoms, in Å:
C -1.865 0.982 -0.859
C -2.431 -0.318 -0.214
H -1.758 0.771 -1.924
H -2.566 1.814 -0.810
H -0.891 1.312 -0.486
H -2.861 -0.933 -0.997
H -1.663 -0.823 0.368
H -3.274 -0.060 0.422
C 1.148 -0.544 1.233
C 1.870 0.222 0.148
O 1.353 1.073 -0.538
N 3.118 -0.275 -0.137
H 1.644 -0.538 2.203
H 1.000 -1.555 0.872
H 3.514 -0.043 -1.029
H 3.517 -0.980 0.456
H 0.146 -0.103 1.292

Atomic partial charges in e from the Mulliken method, atoms 1 to 6: -0.6444 -0.7020 0.2252 0.3018 0.1723 0.2996

---

This record from the OMol25 dataset describes 2 unconnected molecules or ions with the total composition C4H11NO. The level of theory is ωB97M-V with the def2-TZVPD basis set.

Net charge = 0
Spin multiplicity = 1
HOMO-LUMO gap = 10.851 eV
E_HOMO = -9.95 eV
Energy above the lowest of the compared OMol25 structures with the same formula, charge and spin = 1.5052 eV

Positions of all 17 atoms, in Å:
C 0.166 -1.256 -2.290
C -0.528 -1.126 -0.952
H 0.156 -2.340 -2.608
H -0.307 -0.940 -3.222
H 1.225 -1.057 -2.333
H 0.259 -0.729 -0.335
H -1.459 -0.527 -0.933
H -1.142 -1.987 -0.687
C 0.422 1.433 0.525
C -0.406 0.847 1.671
O -1.577 0.639 1.487
N 0.360 0.720 2.804
H 1.518 1.405 0.438
H 0.047 2.462 0.346
H 0.079 0.195 3.612
H 1.183 1.289 2.847
H 0.004 0.971 -0.370

Atomic partial charges in e from the Mulliken method, atoms 1 to 6: -1.0412 -0.7729 0.3050 0.3041 0.3162 0.1328

---

This record from the OMol25 dataset describes 2 unconnected molecules or ions with the total composition C4H11NO. The level of theory is ωB97M-V with the def2-TZVPD basis set.

Net charge = 0
Spin multiplicity = 1
HOMO-LUMO gap = 10.667 eV
E_HOMO = -9.83 eV
Energy above the lowest of the compared OMol25 structures with the same formula, charge and spin = 0.5184 eV

Positions of all 17 atoms, in Å:
C -0.319 0.631 2.501
C -0.935 -0.551 1.733
H 0.064 0.284 3.457
H 0.550 0.989 1.953
H -1.108 1.373 2.658
H -0.134 -1.272 1.523
H -1.776 -0.986 2.263
H -1.336 -0.421 0.733
C -0.492 -0.411 -1.926
C 0.638 0.570 -1.848
O 0.415 1.745 -2.047
N 1.928 0.156 -1.543
H -0.181 -1.411 -2.201
H -1.113 -0.107 -2.766
H 2.746 0.614 -1.933
H 2.133 -0.835 -1.535
H -1.080 -0.368 -1.022

Atomic partial charges in e from the Mulliken method, atoms 1 to 6: -0.8007 -0.5700 0.2730 0.2657 0.2731 0.2776

---

This record from the OMol25 dataset describes 2 unconnected molecules or ions with the total composition C4H11NO. The level of theory is ωB97M-V with the def2-TZVPD basis set.

Net charge = +1
Spin multiplicity = 2
HOMO-LUMO gap (spin up / spin down) = 10.041 / 5.514 eV
E_HOMO (spin up / spin down) = -13.35 / -13.35 eV
Energy above the lowest of the compared OMol25 structures with the same formula, charge and spin = 1.1741 eV

Positions of all 17 atoms, in Å:
N 0.194 -0.952 -2.003
C 0.239 -1.199 -0.622
C -1.165 -0.616 -0.148
C -1.537 0.461 -1.218
C -0.541 0.208 -2.401
H 0.431 -1.711 -2.634
H 0.246 -2.245 -0.348
H 0.937 -0.607 -0.037
H -1.863 -1.448 -0.195
H -1.221 -0.190 0.856
H -2.518 0.204 -1.585
H -1.430 1.464 -0.851
H -0.967 0.066 -3.386
H 0.128 1.057 -2.391
H 3.485 1.441 6.164
H 2.327 1.959 5.301
O 3.255 2.108 5.496

Atomic partial charges in e from the Mulliken method, atoms 1 to 6: 0.0790 -0.5515 -0.5479 -0.4547 -0.4982 0.3506

---

This record from the OMol25 dataset describes a gas-phase ion, C4H11NO (charge +1). The level of theory is ωB97M-V with the def2-TZVPD basis set.

Net charge = +1
Spin multiplicity = 2
HOMO-LUMO gap (spin up / spin down) = 12.254 / 5.344 eV
E_HOMO (spin up / spin down) = -15.71 / -14.66 eV
Energy above the lowest of the compared OMol25 structures with the same formula, charge and spin = 2.1922 eV

Positions of all 17 atoms, in Å:
C -0.471 -0.563 0.361
C -0.294 0.810 -0.241
C -1.663 1.529 -0.207
O 0.251 0.844 -1.551
C 0.792 -1.464 0.240
N 1.976 -0.616 0.238
H -0.685 -0.403 1.421
H -1.379 -1.073 0.036
H 0.351 1.401 0.416
H -2.365 0.957 -0.812
H -1.594 2.535 -0.605
H -2.028 1.604 0.815
H 0.496 -0.087 -1.673
H 0.845 -2.146 1.095
H 0.826 -1.981 -0.719
H 2.137 -0.186 1.152
H 2.805 -1.161 0.034

Atomic partial charges in e from the Mulliken method, atoms 1 to 6: -0.6495 0.3957 -1.4258 -0.3628 -0.7749 -0.2140

---

This record from the OMol25 dataset describes 2 unconnected molecules or ions with the total composition C4H11NO2. The level of theory is ωB97M-V with the def2-TZVPD basis set.

Net charge = -1
Spin multiplicity = 2
HOMO-LUMO gap (spin up / spin down) = 3.256 / 9.570 eV
E_HOMO (spin up / spin down) = 0.82 / -5.73 eV
Energy above the lowest of the compared OMol25 structures with the same formula, charge and spin = 1.7722 eV

Positions of all 18 atoms, in Å:
C -0.097 -2.444 0.466
N -0.768 -1.406 -0.311
C 0.133 -0.301 -0.628
C -0.640 0.729 -1.449
C -0.134 2.143 -1.314
O 0.876 2.550 -1.850
H -0.826 -3.165 0.831
H 0.497 -2.057 1.307
H 0.641 -2.916 -0.190
H -1.556 -1.045 0.228
H 0.953 -0.678 -1.256
H 0.696 0.100 0.221
H -0.621 0.457 -2.512
H -1.706 0.677 -1.213
H -0.773 2.803 -0.696
H 0.441 1.152 2.592
H 1.480 2.060 3.218
O 1.403 1.341 2.558

Atomic partial charges in e from the Mulliken method, atoms 1 to 6: -1.2449 -0.2889 -0.7570 -0.2800 -0.5376 -0.3434

---

This record from the OMol25 dataset describes 2 unconnected molecules or ions with the total composition C4H11NO2. The level of theory is ωB97M-V with the def2-TZVPD basis set.

Net charge = 0
Spin multiplicity = 1
HOMO-LUMO gap = 9.795 eV
E_HOMO = -9.27 eV
Energy above the lowest of the compared OMol25 structures with the same formula, charge and spin = 1.1851 eV

Positions of all 18 atoms, in Å:
C 0.745 0.944 -1.146
C 0.366 0.603 0.300
C 1.252 -0.486 0.885
C 1.239 -0.524 2.390
O 2.130 -1.043 3.025
N -1.022 0.229 0.502
H 0.483 0.147 -1.840
H 1.817 1.153 -1.203
H 0.208 1.849 -1.456
H 0.542 1.485 0.909
H 2.302 -0.435 0.603
H 1.011 -1.499 0.513
H 0.393 -0.091 2.940
H -1.659 0.856 0.020
H -1.217 -0.703 0.156
H -3.203 -1.505 -1.989
H -2.353 -0.426 -2.639
O -3.033 -0.553 -1.970

Atomic partial charges in e from the Mulliken method, atoms 1 to 6: -1.4373 0.3217 -0.5695 -0.0845 -0.4960 -0.5615

---

This record from the OMol25 dataset describes C4H11NO2 in the gas phase. The level of theory is ωB97M-V with the def2-TZVPD basis set.

Net charge = 0
Spin multiplicity = 1
HOMO-LUMO gap = 9.710 eV
E_HOMO = -8.92 eV
Energy above the lowest of the compared OMol25 structures with the same formula, charge and spin = 2.3140 eV

Positions of all 18 atoms, in Å:
C -0.499 -0.515 -1.728
O 0.300 -1.277 -2.634
C 0.422 -0.179 -0.506
C 0.242 1.132 0.303
C -0.374 0.876 1.666
O 0.386 0.284 2.710
N 0.714 -1.429 0.289
H -1.350 -1.091 -1.393
H -0.787 0.492 -2.023
H -0.192 -1.241 -3.449
H 1.382 -0.047 -1.024
H 1.125 1.758 0.171
H -0.627 1.632 -0.182
H -0.687 1.872 2.019
H -1.308 0.331 1.551
H 0.829 0.940 3.262
H 0.258 -1.427 1.196
H 0.167 -2.110 -0.227

Atomic partial charges in e from the Mulliken method, atoms 1 to 6: -0.7333 -0.4874 0.1476 -0.3225 -0.8165 -0.5427

---

This record from the OMol25 dataset describes 2 unconnected molecules or ions with the total composition C4H11NO2. The level of theory is ωB97M-V with the def2-TZVPD basis set.

Net charge = 0
Spin multiplicity = 1
HOMO-LUMO gap = 8.837 eV
E_HOMO = -8.43 eV
Energy above the lowest of the compared OMol25 structures with the same formula, charge and spin = 2.7806 eV

Positions of all 18 atoms, in Å:
C 1.151 0.239 -1.877
N 0.873 -0.697 -0.444
O 2.242 -0.234 -2.553
H 3.023 -0.196 -1.982
H 1.473 -0.538 0.361
H 0.942 -1.680 -0.693
H 0.298 0.200 -2.547
H 1.281 1.222 -1.427
C -1.273 0.608 0.770
C -0.875 0.474 2.234
C -1.082 -0.690 -0.008
O -1.352 -1.793 0.484
H -1.337 -0.500 -1.093
H -0.698 1.400 0.280
H -2.333 0.873 0.687
H 0.181 0.222 2.333
H -1.056 1.408 2.771
H -1.459 -0.316 2.705

Atomic partial charges in e from the Mulliken method, atoms 1 to 6: -0.2352 -0.5822 -0.4981 0.3399 0.2659 0.2704

---

What are the max |F| values for these records? In order: 0.9, 1.3, 3.7, 1.3, 3.0, 2.3, 0.9, 0.9, 2.7, 3.9 eV/Å.